(1)
One molecule with the formula C21H21N3O4 in a non-equilibrium geometry, computed with the ωB97M-V functional and the def2-TZVPD basis.

Positions of all 49 atoms, in Å:
C (2.55, 1.92, -1.74)
C (2.32, 3.17, -0.89)
C (3.59, 3.56, -0.15)
C (1.18, 2.95, 0.12)
N (1.32, 1.72, 0.87)
C (1.53, 1.72, 2.20)
O (1.76, 2.74, 2.82)
C (1.46, 0.38, 2.87)
C (1.36, 0.37, 4.25)
C (1.28, -0.82, 4.95)
C (1.31, -2.02, 4.26)
C (1.43, -2.02, 2.88)
C (1.51, -0.83, 2.18)
C (-0.17, 2.89, -0.56)
O (-0.40, 3.10, -1.72)
O (-1.13, 2.51, 0.32)
C (-2.27, 1.91, -0.25)
C (-1.90, 0.53, -0.67)
N (-0.73, 0.00, -0.57)
N (-0.81, -1.25, -1.06)
C (-2.04, -1.42, -1.45)
C (-2.60, -2.61, -2.05)
C (-1.78, -3.72, -2.26)
C (-2.30, -4.86, -2.83)
C (-3.64, -4.91, -3.19)
C (-4.46, -3.81, -2.98)
C (-3.94, -2.66, -2.41)
O (-2.79, -0.31, -1.22)
H (1.63, 1.62, -2.23)
H (2.91, 1.10, -1.12)
H (3.29, 2.13, -2.51)
H (2.01, 3.99, -1.55)
H (3.45, 4.49, 0.40)
H (4.41, 3.70, -0.86)
H (3.87, 2.78, 0.55)
H (1.18, 3.76, 0.86)
H (0.94, 0.89, 0.42)
H (1.34, 1.32, 4.77)
H (1.19, -0.82, 6.02)
H (1.25, -2.96, 4.79)
H (1.47, -2.96, 2.34)
H (1.61, -0.86, 1.11)
H (-2.63, 2.49, -1.12)
H (-3.05, 1.89, 0.52)
H (-0.74, -3.66, -1.97)
H (-1.67, -5.72, -3.00)
H (-4.05, -5.80, -3.64)
H (-5.50, -3.84, -3.27)
H (-4.57, -1.80, -2.25)

Output
**Relative energy (zero: lowest compared OMol25 entry of this formula, charge and spin)**: 41.7 kcal per mole
**LUMO energy**: 0.066 eV
**Total energy**: -1278.0999 Ha
**Net charge**: 0
**Orbital gap**: 9.34 eV

---

(2)
One molecule with the formula C21H21N3O6S in a non-equilibrium geometry, computed with the ωB97M-V functional and the def2-TZVPD basis.

Positions of all 52 atoms, in Å:
C (2.95, 2.40, 1.29)
C (4.04, 1.79, 0.41)
C (3.44, 1.03, -0.78)
C (4.50, 0.44, -1.74)
O (5.00, -0.82, -1.39)
N (2.48, 0.01, -0.36)
C (1.25, -0.06, -0.94)
S (0.88, 1.04, -2.26)
C (-0.87, 0.64, -2.52)
C (-1.69, 0.80, -1.28)
C (-1.42, 1.77, -0.34)
C (-2.17, 1.85, 0.82)
N (-1.84, 2.85, 1.80)
O (-2.54, 2.91, 2.80)
O (-0.89, 3.56, 1.58)
C (-3.23, 0.98, 1.05)
C (-3.53, 0.02, 0.12)
C (-2.75, -0.09, -1.05)
O (-3.01, -1.03, -1.99)
C (-3.95, -2.02, -1.62)
O (-5.05, -1.51, -0.96)
C (-4.68, -0.94, 0.28)
N (0.30, -0.86, -0.61)
C (0.50, -1.71, 0.44)
C (-0.54, -2.55, 0.86)
C (-0.33, -3.41, 1.91)
C (0.90, -3.47, 2.56)
C (1.93, -2.65, 2.16)
C (1.74, -1.76, 1.10)
C (2.83, -0.90, 0.65)
O (3.95, -0.93, 1.12)
H (3.41, 3.00, 2.08)
H (2.36, 1.63, 1.77)
H (2.29, 3.04, 0.71)
H (4.66, 2.59, 0.00)
H (4.67, 1.14, 1.01)
H (2.87, 1.77, -1.36)
H (5.32, 1.18, -1.82)
H (4.06, 0.32, -2.73)
H (5.13, -0.85, -0.43)
H (-1.19, 1.32, -3.30)
H (-0.94, -0.39, -2.88)
H (-0.61, 2.47, -0.49)
H (-3.81, 1.07, 1.96)
H (-4.30, -2.46, -2.55)
H (-3.44, -2.78, -1.01)
H (-5.57, -0.41, 0.65)
H (-4.42, -1.73, 1.00)
H (-1.48, -2.49, 0.35)
H (-1.13, -4.06, 2.24)
H (1.04, -4.15, 3.38)
H (2.90, -2.67, 2.64)

Output
**Relative energy (zero: lowest compared OMol25 entry of this formula, charge and spin)**: 91.1 kcal per mole
**LUMO energy**: -0.395 eV
**Total energy**: -1826.6760 Ha
**Net charge**: 0
**Orbital gap**: 8.24 eV